{"formula": "C18H42BBaO20P4", "method": "ωB97M-V with the def2-TZVPD basis set", "symbols": ["Ba", "P", "P", "P", "P", "O", "O", "O", "O", "O", "O", "O", "O", "O", "O", "O", "O", "O", "O", "O", "O", "O", "O", "O", "O", "C", "C", "C", "C", "C", "C", "C", "C", "C", "C", "C", "C", "C", "C", "C", "C", "C", "C", "B", "H", "H", "H", "H", "H", "H", "H", "H", "H", "H", "H", "H", "H", "H", "H", "H", "H", "H", "H", "H", "H", "H", "H", "H", "H", "H", "H", "H", "H", "H", "H", "H", "H", "H", "H", "H", "H", "H", "H", "H", "H", "H"], "coordinates": [[-0.209, -0.616, 0.196], [0.800, 1.954, -2.836], [0.574, -2.704, 3.711], [3.583, -1.921, -0.499], [-3.943, 0.544, -0.915], [-0.076, -2.335, 5.113], [0.472, 3.491, -2.676], [-0.220, 1.476, -3.961], [-3.264, 4.814, 2.996], [-0.058, -2.117, 2.524], [0.551, -4.312, 3.710], [0.742, 1.145, -1.612], [4.686, -1.000, -1.182], [4.407, -2.736, 0.589], [2.131, -2.328, 3.862], [-1.694, 0.533, 2.370], [-4.854, -0.498, -0.155], [-4.775, 1.911, -0.780], [2.208, 2.011, -3.642], [-2.537, 0.511, -0.514], [3.401, -3.035, -1.649], [-0.873, 5.904, 2.268], [0.909, 1.663, 1.664], [-4.171, 0.161, -2.432], [2.312, -1.292, -0.127], [3.451, 1.672, -3.072], [2.546, -1.033, 3.413], [-0.133, 2.412, 1.899], [-0.654, -1.046, 5.370], [5.054, 0.193, -0.509], [0.884, 4.250, -1.537], [-1.455, 1.801, 2.309], [-2.349, 4.096, 2.632], [3.942, -4.014, 1.058], [0.091, 3.776, 1.852], [0.182, -5.040, 2.543], [-0.298, 2.095, -5.239], [-6.198, -0.764, -0.496], [-2.482, 2.623, 2.694], [-3.197, 0.377, -3.439], [-5.051, 2.448, 0.548], [-0.950, 4.674, 2.201], [2.667, -2.713, -2.827], [-0.718, -3.115, -1.325], [-6.443, -0.231, -1.419], [1.910, -1.967, -2.573], [-1.554, -3.301, -2.107], [3.436, -0.719, 3.956], [-1.084, -3.094, -0.250], [0.701, 2.442, -5.507], [-3.442, 2.245, 3.012], [3.139, -2.350, -3.745], [0.075, -3.963, -1.329], [-6.387, -1.826, -0.625], [1.820, -0.220, 3.490], [-4.605, 3.440, 0.598], [3.985, -4.702, 0.213], [4.692, -4.312, 1.788], [-6.905, -0.364, 0.234], [-0.189, -0.693, 6.294], [-6.130, 2.527, 0.651], [-0.281, -2.122, -1.631], [-1.015, 2.913, -5.298], [-2.926, -0.610, -3.822], [2.812, -1.086, 2.357], [0.136, 4.183, -0.746], [2.951, -4.005, 1.508], [0.970, 5.302, -1.801], [3.904, 0.781, -3.515], [-0.576, 1.376, -6.009], [1.022, -5.677, 2.257], [2.116, -3.608, -3.110], [-4.533, 1.821, 1.269], [-2.358, 0.979, -3.103], [-0.616, -5.738, 2.800], [5.551, 0.953, -1.109], [5.776, -0.023, 0.288], [4.214, 0.670, 0.007], [-1.713, -1.230, 5.535], [3.370, 1.484, -2.002], [-0.457, -0.273, 4.627], [-0.135, -4.394, 1.726], [1.830, 3.902, -1.119], [4.123, 2.512, -3.263], [1.075, 4.170, 1.644], [-3.692, 0.899, -4.267]], "forces_ev_per_a": [[-0.583, 1.122, 1.850], [0.218, 0.661, -0.611], [0.083, -0.402, 0.158], [0.200, -1.988, -1.813], [-1.248, 0.428, -0.287], [0.579, -0.754, -1.007], [-0.295, -0.449, -0.476], [0.118, 0.052, 0.552], [-0.115, 0.798, -0.277], [0.164, 0.042, -0.067], [0.297, 1.403, 0.775], [0.376, 0.202, -0.847], [-0.242, 0.387, 0.196], [-0.697, 0.920, -0.288], [-0.784, -0.410, 0.140], [1.966, 0.224, -0.841], [0.607, -0.519, 0.588], [0.647, -0.586, -0.352], [-1.248, -0.559, 0.244], [-0.131, 0.238, 0.004], [1.001, 0.741, 0.384], [0.480, -0.130, -0.307], [-1.808, -0.692, -0.025], [-0.444, 0.269, 0.484], [0.872, 0.196, 0.437], [0.770, 0.032, 0.414], [0.497, 0.749, -0.676], [3.249, -0.680, -0.342], [0.164, 0.360, 0.811], [0.507, 0.746, 1.747], [-0.094, 0.307, 0.998], [-2.074, -1.408, 0.744], [0.119, -2.597, 0.496], [0.596, -0.397, -0.155], [-1.549, 0.370, 0.245], [-0.065, -0.620, -0.267], [0.742, 0.215, -0.725], [-0.790, 0.845, -0.733], [0.709, 2.949, -0.506], [-0.350, -0.076, -0.875], [0.735, 0.052, -0.520], [-0.834, 1.032, 0.427], [-1.970, 0.069, -0.200], [-0.163, -1.247, -0.762], [-0.041, -0.307, -0.129], [-0.103, -0.096, -0.018], [-1.212, -0.500, -0.773], [-0.034, -0.337, 0.245], [-1.071, 0.304, 2.121], [-0.137, 0.258, -0.104], [0.079, -0.230, 0.135], [1.181, -0.058, 0.611], [1.201, -1.011, -0.309], [0.355, -0.054, 0.052], [-0.355, -0.330, 0.167], [-0.020, -0.027, 0.051], [-0.214, -0.069, 0.107], [-0.210, -0.058, 0.112], [0.368, -0.085, 0.379], [-0.188, -0.110, 0.043], [0.012, -0.252, 0.194], [1.244, 1.849, -0.948], [0.020, 0.061, 0.487], [0.481, 0.195, 0.204], [-0.068, -0.078, -0.005], [0.033, -0.204, -0.031], [-0.005, 0.327, -0.061], [0.048, -0.137, -0.386], [-0.371, -0.016, -0.205], [-0.112, -0.362, 0.390], [0.139, 0.279, -0.151], [0.002, -0.030, 0.152], [-0.433, 0.096, 0.349], [0.084, -0.321, 0.126], [-0.165, 0.279, 0.109], [-0.258, -0.451, -0.741], [-0.038, -0.278, -0.118], [-0.209, -0.103, -0.296], [-0.022, 0.393, -0.201], [-0.112, 0.143, -0.013], [-0.307, -0.408, -0.484], [0.074, 0.004, 0.006], [0.011, -0.090, -0.140], [0.010, -0.053, 0.188], [0.088, -0.106, -0.027], [0.041, 0.077, 0.178]], "homo_ha": -0.13088, "charge": -1, "e_above_lowest_ev": 1.2754, "homo_lumo_gap_ha": 0.2038}